No. 1
C26H29AsN2O2RhS2 | ωB97M-V with the def2-TZVPD basis set

Cartesian coordinates (Å):
Rh  -0.14  -0.40  -0.07
O  5.42  -5.63  1.22
C  5.49  -4.42  1.78
O  6.30  -4.19  2.64
C  4.55  -3.35  1.28
C  4.88  -2.04  1.60
C  4.06  -1.00  1.21
C  2.89  -1.26  0.49
C  2.54  -2.58  0.21
C  3.38  -3.61  0.59
N  2.00  -0.22  0.10
C  2.43  0.96  -0.08
C  1.46  2.04  -0.25
C  1.84  3.35  -0.47
C  0.86  4.32  -0.59
C  -0.47  3.94  -0.47
C  -0.78  2.61  -0.25
N  0.17  1.67  -0.14
H  4.83  -5.64  0.46
H  5.77  -1.85  2.18
H  4.31  0.01  1.51
H  1.61  -2.78  -0.30
H  3.06  -4.62  0.37
H  3.48  1.21  -0.07
H  2.89  3.61  -0.55
H  1.12  5.35  -0.76
H  -1.27  4.66  -0.56
H  -1.80  2.27  -0.17
C  -4.17  -1.71  -1.95
C  -2.71  -1.46  -1.65
S  -2.35  -0.68  -0.17
C  -1.70  -1.86  -2.46
C  -1.90  -2.59  -3.77
S  -0.09  -1.58  -1.97
H  -4.80  -1.29  -1.16
H  -4.38  -2.77  -2.02
H  -4.46  -1.24  -2.89
H  -2.96  -2.81  -3.94
H  -1.35  -3.53  -3.78
H  -1.54  -1.99  -4.60
C  1.21  0.32  3.29
As  -0.34  -0.35  2.34
C  -1.78  0.66  3.13
C  -0.57  -2.17  3.04
C  -0.49  -2.25  4.53
C  0.73  -2.47  5.16
C  0.82  -2.51  6.55
C  -0.32  -2.31  7.32
C  -1.54  -2.09  6.70
C  -1.63  -2.06  5.31
H  1.03  0.28  4.37
H  1.39  1.35  2.99
H  2.08  -0.29  3.05
H  -1.75  0.56  4.22
H  -2.74  0.29  2.76
H  -1.68  1.71  2.86
H  0.20  -2.77  2.55
H  -1.54  -2.51  2.65
H  1.62  -2.64  4.56
H  1.77  -2.70  7.02
H  -0.26  -2.34  8.40
H  -2.44  -1.95  7.29
H  -2.59  -1.90  4.84

- Net charge: +1
- LUMO level (spin up / spin down): -0.1546 / -0.1548 Ha
- Energy above the lowest of the compared OMol25 structures with the same formula, charge and spin: 0.0 kcal per mole

***

No. 2
C26H29Br2CsIN5O2S2 | ωB97M-V with the def2-TZVPD basis set

Cartesian coordinates (Å):
Cs  -1.08  -0.91  -1.95
O  1.67  -2.18  -2.10
S  2.54  -1.06  -1.77
O  3.73  -0.89  -2.56
N  1.59  0.19  -1.69
C  2.04  1.47  -1.50
C  3.32  1.86  -1.14
C  3.65  3.21  -0.90
C  2.73  4.20  -1.01
C  1.41  3.87  -1.40
C  0.41  4.85  -1.58
C  -0.84  4.49  -1.99
C  -1.09  3.12  -2.21
N  -0.20  2.17  -2.03
C  1.05  2.52  -1.64
C  3.09  -1.42  -0.11
C  2.15  -1.77  0.86
C  2.56  -2.05  2.15
C  3.91  -1.99  2.47
C  4.85  -1.65  1.51
C  4.44  -1.36  0.21
H  4.10  1.11  -1.07
H  4.67  3.45  -0.62
H  2.98  5.24  -0.82
H  0.66  5.89  -1.39
H  -1.62  5.22  -2.15
H  -2.08  2.81  -2.55
H  1.10  -1.81  0.60
H  1.83  -2.32  2.90
H  4.23  -2.22  3.48
H  5.90  -1.61  1.76
H  5.15  -1.11  -0.56
Br  -4.57  0.77  -1.50
C  -5.58  -0.88  -1.51
Br  -4.46  -2.43  -1.63
H  -6.23  -0.85  -2.37
H  -6.13  -0.92  -0.58
C  -1.21  2.70  1.23
N  -0.92  1.34  1.66
C  0.48  0.95  1.53
C  -1.87  0.41  1.83
S  -1.57  -1.24  1.61
N  -3.11  0.86  2.19
C  -4.25  -0.03  2.14
C  -3.26  1.96  3.14
H  -0.54  2.96  0.42
H  -1.07  3.43  2.03
H  -2.24  2.77  0.87
H  1.10  1.82  1.72
H  0.70  0.57  0.53
H  0.72  0.17  2.25
H  -4.18  -0.69  1.28
H  -5.16  0.58  2.07
H  -4.31  -0.66  3.04
H  -2.28  2.26  3.52
H  -3.85  1.60  3.99
H  -3.76  2.82  2.71
I  -1.08  -4.11  -4.47
C  -0.60  -4.46  -2.45
C  0.63  -5.02  -2.14
C  0.93  -5.18  -0.81
C  0.00  -4.80  0.15
C  -1.19  -4.26  -0.28
N  -1.50  -4.09  -1.57
H  1.34  -5.28  -2.92
H  1.89  -5.59  -0.51
H  0.21  -4.90  1.20
H  -1.95  -3.93  0.43

- LUMO level: -0.0014 Ha
- Energy above the lowest of the compared OMol25 structures with the same formula, charge and spin: 2.0 kcal per mole

***

No. 3
C26H29Cl2F3O2P | ωB97M-V with the def2-TZVPD basis set

Cartesian coordinates (Å):
C  1.58  4.09  -0.54
C  0.91  4.13  0.96
Cl  1.65  2.93  2.22
C  -0.22  5.05  1.37
Cl  -0.76  4.94  3.14
P  -0.90  6.22  0.03
C  -2.70  6.79  0.28
C  -3.63  5.82  1.22
C  -3.79  4.27  0.64
C  -3.89  3.22  1.91
O  -3.30  1.90  1.62
C  -3.75  1.39  0.30
O  -5.04  1.07  0.03
H  1.11  3.21  -1.19
H  1.49  5.10  -1.14
H  2.74  3.87  -0.45
H  -0.79  5.52  -1.25
H  -0.04  7.40  -0.03
H  -2.72  7.91  0.64
H  -3.21  6.79  -0.80
H  -4.73  6.28  1.18
H  -3.34  5.85  2.37
H  -2.93  4.04  -0.12
H  -4.85  4.21  0.10
H  -3.32  3.72  2.83
H  -5.01  3.08  2.28
H  -3.00  1.20  -0.61
F  3.14  1.22  -1.95
C  2.56  0.14  -1.41
C  1.78  0.28  -0.27
C  1.17  -0.84  0.29
C  1.34  -2.09  -0.30
C  2.12  -2.23  -1.45
C  2.73  -1.10  -2.01
H  1.67  1.26  0.18
H  0.55  -0.74  1.18
H  0.86  -2.97  0.13
H  2.25  -3.20  -1.91
H  3.33  -1.19  -2.91
F  -1.05  -5.51  4.83
C  -0.75  -4.22  4.60
C  -1.41  -3.53  3.59
C  -1.10  -2.19  3.35
C  -0.12  -1.56  4.13
C  0.54  -2.26  5.14
C  0.22  -3.60  5.38
H  -2.16  -4.05  2.99
H  -1.61  -1.65  2.57
H  0.12  -0.52  3.94
H  1.30  -1.76  5.74
H  0.72  -4.15  6.17
F  3.48  -4.16  -3.18
C  3.17  -5.14  -4.04
C  3.98  -6.27  -4.11
C  3.65  -7.29  -5.00
C  2.53  -7.16  -5.82
C  1.73  -6.02  -5.75
C  2.05  -5.00  -4.85
H  4.85  -6.35  -3.47
H  4.27  -8.18  -5.06
H  2.28  -7.96  -6.52
H  0.86  -5.92  -6.40
H  1.44  -4.11  -4.78

- Net charge: +1
- LUMO level: -0.1573 Ha

***

No. 4
C26H29GdN3OS2 | ωB97M-V with the def2-TZVPD basis set

Cartesian coordinates (Å):
Gd  0.36  -0.16  -0.19
C  -1.48  -3.67  -0.73
C  -0.49  -3.08  0.22
C  0.88  -3.22  0.01
C  1.82  -2.71  0.91
C  3.28  -2.99  0.70
C  1.37  -1.97  2.00
C  0.00  -1.78  2.23
C  -0.47  -0.98  3.41
C  -0.91  -2.34  1.33
H  -1.64  -4.72  -0.49
H  -1.12  -3.62  -1.76
H  -2.43  -3.15  -0.68
H  1.23  -3.78  -0.85
H  3.45  -4.07  0.70
H  3.90  -2.57  1.50
H  3.65  -2.62  -0.25
H  2.08  -1.55  2.70
H  -1.48  -0.59  3.26
H  0.20  -0.14  3.61
H  -0.49  -1.60  4.31
H  -1.97  -2.18  1.48
C  -3.33  1.12  0.18
C  -2.34  1.97  0.91
N  -1.05  1.74  0.98
C  -0.41  2.68  1.76
C  -1.23  3.63  2.28
S  -2.84  3.35  1.79
C  1.03  2.58  1.97
C  1.80  3.46  2.67
S  3.43  2.96  2.65
C  3.01  1.60  1.71
N  1.73  1.52  1.42
C  4.03  0.60  1.30
H  -2.80  0.35  -0.37
H  -3.91  1.72  -0.51
H  -4.02  0.66  0.89
H  -0.96  4.46  2.92
H  1.49  4.35  3.18
H  5.04  0.97  1.48
H  3.93  0.38  0.24
H  3.90  -0.32  1.86
C  -1.85  -0.83  -2.64
O  -1.24  -0.66  -1.40
H  -2.09  0.14  -3.10
H  -2.78  -1.40  -2.56
H  -1.18  -1.37  -3.33
C  2.24  -0.07  -1.74
C  1.70  -0.38  -3.06
C  1.11  0.61  -3.86
C  0.55  0.31  -5.08
C  0.55  -1.00  -5.54
C  1.14  -2.01  -4.77
C  1.70  -1.70  -3.55
C  -0.05  -1.32  -6.80
N  -0.56  -1.57  -7.80
H  2.62  0.95  -1.62
H  2.96  -0.80  -1.37
H  1.12  1.64  -3.52
H  0.11  1.09  -5.69
H  1.15  -3.02  -5.14
H  2.17  -2.48  -2.97

- Net charge: +1
- LUMO level (spin up / spin down): -0.1003 / -0.1341 Ha
- Expectation value of S²: 16.106
- 2S+1: 8
- Energy above the lowest of the compared OMol25 structures with the same formula, charge and spin: 0.2 kcal per mole